Density functional theory data (the ωB97M-V functional and the def2-TZVPD basis) for C19H33BF4Ge2HfNO as an isolated structure.

Geometry as XYZ:
```
62
Properties=species:S:1:pos:R:3:forces:R:3
Hf 1.47973 -0.35206 0.25033 0.3 -0.7 0.5
C -0.37431 -3.04510 3.42111 0.0 -0.1 0.0
C -0.37697 -2.44840 2.01093 0.2 0.4 -0.4
Ge -0.55689 -0.46174 2.30781 -0.4 0.5 0.3
C -2.35646 0.24176 1.98923 0.0 -0.2 0.0
C -3.28314 -0.28586 3.09490 0.0 0.0 0.0
C 0.19590 0.15232 3.98927 0.1 -0.1 -0.1
C 0.97151 1.25253 3.92614 0.1 -0.1 -0.1
Ge 1.00655 1.76679 2.04643 -0.2 0.1 0.2
C 0.15525 3.36997 1.32211 0.1 0.0 0.0
C 0.45971 4.63729 2.13095 0.0 0.0 0.0
C 2.83786 1.34237 1.01993 -0.1 0.1 -0.3
C 3.67879 2.61702 1.23045 0.0 0.0 0.1
C 1.57100 2.03479 5.00437 -0.1 -0.1 -0.1
C 1.36691 1.68307 6.34448 0.1 0.0 -0.1
C 1.95008 2.43395 7.34284 0.1 0.2 0.1
C 2.73495 3.54286 7.02444 0.0 0.0 -0.1
C 2.93266 3.90747 5.69547 0.0 0.0 0.2
C 2.35032 3.15291 4.69644 -0.1 -0.1 0.1
H -0.43232 -4.13036 3.32165 0.0 0.0 0.0
H -1.23202 -2.72416 4.01285 0.0 0.0 0.0
H 0.53939 -2.81053 3.96579 0.0 0.0 0.0
H -1.26746 -2.69952 1.43274 0.0 0.0 0.0
H 0.48523 -2.79561 1.44591 0.0 -0.1 0.1
H -2.72193 -0.05800 1.00537 0.1 0.0 0.0
H -2.31640 1.33139 2.00273 0.0 0.0 0.0
H -3.33824 -1.37577 3.09581 0.0 0.0 0.0
H -4.29536 0.08508 2.93896 0.0 0.0 0.0
H -2.96175 0.04454 4.08369 0.0 0.0 0.0
H -0.07193 -0.30883 4.93706 0.0 0.1 0.0
H -0.91295 3.14291 1.36259 0.0 0.0 0.0
H 0.40753 3.49049 0.26631 0.1 -0.1 0.0
H 0.15618 4.53393 3.17250 0.0 0.0 0.0
H -0.10209 5.46382 1.69711 0.0 0.0 0.0
H 1.51480 4.90706 2.10559 0.0 0.0 0.0
H 2.82225 1.24262 -0.10565 0.1 0.1 0.0
H 3.40840 0.49273 1.43609 0.0 0.0 0.0
H 3.16117 3.50220 0.86399 0.0 0.0 0.0
H 4.62422 2.51693 0.69760 0.0 0.0 0.0
H 3.91326 2.73844 2.28610 0.0 0.0 0.0
H 0.75602 0.83300 6.61799 0.0 0.0 -0.1
H 1.79087 2.15864 8.37627 0.0 0.0 0.0
H 3.18596 4.12646 7.81573 0.0 0.0 0.0
H 3.53041 4.77283 5.44476 0.0 0.0 0.1
H 2.48433 3.45868 3.66228 0.0 0.0 0.0
F 3.62962 -3.52250 -0.22372 0.0 0.0 0.0
B 2.97018 -2.42082 -0.21381 0.0 0.1 0.1
F 3.36266 -1.27971 -0.95460 0.0 0.0 0.0
F 2.79644 -1.73173 1.17348 0.1 -0.1 0.0
F 1.50882 -2.43874 -0.49345 0.1 0.1 -0.2
C 0.08392 0.25076 -5.02240 0.0 0.0 0.0
N 0.72289 0.49581 -3.70717 -0.1 -0.1 0.0
C 2.02120 1.18522 -3.73946 0.0 0.0 0.0
C 0.16943 0.06680 -2.63861 -0.1 0.1 -0.1
O 0.69002 0.20997 -1.43665 -0.1 0.0 -0.1
H 0.04264 1.19379 -5.56109 0.0 0.0 0.0
H -0.91942 -0.14081 -4.88126 0.0 0.0 0.0
H 0.69562 -0.46267 -5.57199 0.0 0.0 0.0
H 1.96548 1.97254 -4.48626 0.0 0.0 0.0
H 2.79184 0.47041 -4.02768 0.0 0.0 0.0
H 2.24114 1.61908 -2.76963 0.0 0.0 0.0
H -0.79062 -0.43721 -2.69742 0.0 0.0 -0.1
```
Forces are in eV/Å.

Output
* net charge: +3
* largest force on an atom: 0.89 eV Å⁻¹
* total energy: -5499.139938 Ha
* Kohn-Sham gap: 5.22 eV